The following is a DFT calculation (ωB97M-V/def2-TZVPD) of a structure of composition C45H44ClFN9O8PbS2.

XYZ file:
```
111
Properties=species:S:1:pos:R:3:forces:R:3:mulliken_charge:R:1
Pb 1.614 0.395 0.103 -0.14 0.07 0.09 1.9732
N 0.375 -2.931 2.807 0.09 -0.04 0.06 -0.2266
C 1.126 -2.020 2.172 -0.07 0.15 -0.07 0.3540
S 0.648 -0.341 2.379 0.06 -0.03 -0.02 -0.5776
N 2.187 -2.441 1.529 0.13 -0.06 -0.07 -1.4236
N 2.884 -1.442 0.952 -0.16 0.03 0.12 1.0452
C 4.147 -1.470 0.858 0.02 0.00 0.01 -1.1703
C 4.835 -0.229 0.468 -0.03 0.05 0.01 1.1526
C 6.217 -0.158 0.427 0.03 -0.01 0.03 -1.0096
C 6.813 1.074 0.210 -0.03 0.01 -0.01 -0.4578
C 6.013 2.194 0.066 0.00 -0.02 0.00 -1.0277
C 4.635 2.039 0.124 0.01 0.02 -0.01 -0.3592
N 4.065 0.855 0.304 0.03 -0.09 0.01 0.5819
H -0.543 -2.665 3.115 -0.01 0.03 0.00 0.2966
H 0.539 -3.910 2.612 0.04 0.07 -0.02 0.1732
H 4.721 -2.328 1.198 0.00 0.00 0.00 0.3460
H 6.804 -1.054 0.570 0.00 0.01 0.00 0.5525
H 7.891 1.159 0.170 0.00 0.00 0.01 0.4716
H 6.437 3.178 -0.075 0.00 0.00 0.00 0.4661
H 3.963 2.882 0.056 -0.01 0.00 -0.01 0.5218
C 8.946 -1.771 -2.191 0.00 0.00 -0.01 -1.5269
C 7.454 -1.657 -2.332 0.00 0.00 0.00 1.0016
C 6.609 -2.671 -1.897 -0.01 0.01 -0.02 -0.9337
C 5.230 -2.565 -2.036 0.02 0.02 0.02 -0.3965
C 4.691 -1.430 -2.619 -0.02 -0.01 -0.02 0.2684
C 5.517 -0.402 -3.059 0.00 0.00 -0.01 -0.4033
C 6.886 -0.519 -2.910 0.00 0.00 0.01 -0.8508
S 2.938 -1.357 -2.886 -0.06 0.00 0.03 0.7676
O 2.739 -1.123 -4.291 0.00 0.05 -0.03 -0.8029
O 2.384 -2.524 -2.275 0.09 0.03 0.00 -0.3963
N 2.423 -0.058 -2.050 0.17 -0.01 -0.04 0.1568
C 2.427 1.226 -2.523 -0.03 -0.04 0.03 0.8784
C 2.737 1.743 -3.794 0.02 0.02 -0.01 -1.1660
C 2.632 3.103 -3.982 0.00 -0.03 -0.01 -0.6170
C 2.223 3.950 -2.949 0.00 -0.03 0.03 -1.1159
C 1.926 3.372 -1.737 0.01 0.07 0.01 -0.3889
N 2.041 2.059 -1.550 -0.06 -0.12 0.02 0.4682
H 9.229 -2.705 -1.708 0.00 0.00 0.00 0.3720
H 9.350 -0.946 -1.601 0.00 0.00 0.00 0.3002
H 9.431 -1.736 -3.168 0.00 0.00 0.00 0.3781
H 7.032 -3.564 -1.454 0.01 -0.01 0.00 0.3687
H 4.568 -3.355 -1.708 -0.01 -0.02 -0.02 0.5126
H 5.096 0.478 -3.528 0.01 -0.01 0.00 0.4277
H 7.531 0.281 -3.256 0.00 0.00 0.00 0.4291
H 3.017 1.080 -4.596 -0.01 -0.03 -0.01 0.7207
H 2.863 3.515 -4.956 0.00 0.00 0.00 0.4402
H 2.137 5.017 -3.087 0.00 0.00 0.00 0.4839
H 1.605 3.953 -0.880 -0.01 -0.01 0.01 0.4105
F -5.074 0.604 -1.885 0.00 0.00 -0.01 -0.3541
C -4.513 1.243 -0.836 0.02 0.00 0.00 0.0524
C -3.153 1.306 -0.746 -0.01 0.01 0.00 -0.3051
C -2.565 2.012 0.303 0.02 -0.01 0.00 1.0234
C -1.103 2.043 0.402 -0.04 -0.05 0.07 1.0933
O -0.439 1.388 -0.426 0.04 0.13 0.01 -1.0434
C -0.566 2.867 1.439 0.06 0.05 -0.02 0.5346
C -1.425 3.493 2.290 0.00 0.03 0.00 -0.7257
N -2.769 3.364 2.276 0.02 -0.02 0.00 0.2778
C -3.570 4.058 3.257 -0.02 0.00 0.00 -0.3028
C -3.109 4.078 4.678 0.00 0.00 -0.01 -0.9862
C -4.299 3.250 4.294 0.02 0.01 -0.02 -0.4794
C -3.374 2.647 1.253 0.02 -0.02 -0.01 -0.0212
C -4.765 2.527 1.166 -0.01 -0.01 0.02 -0.7485
C -5.346 1.823 0.126 0.00 0.01 -0.03 -1.3713
N -6.763 1.706 0.085 -0.01 -0.02 0.07 0.3355
C -7.384 0.553 -0.549 0.00 -0.01 -0.01 -0.6765
C -8.859 0.517 -0.108 0.00 0.00 -0.01 -0.6860
N -8.985 1.324 1.151 -0.01 0.00 -0.01 -0.1551
C -8.769 2.789 0.872 0.01 0.00 0.00 -0.7694
C -7.566 2.903 -0.079 0.01 0.01 -0.04 -0.6847
C 0.907 3.213 1.619 -0.17 -0.02 0.08 -0.3460
O 1.163 4.305 2.104 0.02 -0.08 -0.01 -0.7350
O 1.779 2.338 1.270 0.05 0.00 -0.22 -0.5424
H -2.525 0.798 -1.462 0.00 0.00 0.00 0.4623
H -1.015 4.158 3.038 -0.01 0.00 0.01 0.8197
H -4.056 4.947 2.870 0.00 0.01 0.01 0.4785
H -3.265 4.991 5.233 0.00 0.00 0.00 0.2630
H -2.199 3.547 4.920 0.00 0.00 0.01 0.3458
H -5.283 3.583 4.597 0.00 0.00 0.00 0.3058
H -4.157 2.179 4.258 -0.01 0.00 0.01 0.2427
H -5.397 2.962 1.928 0.00 0.00 -0.01 0.7367
H -6.863 -0.347 -0.228 0.00 0.00 0.00 0.5200
H -7.357 0.582 -1.641 0.00 0.01 0.00 0.3954
H -9.208 -0.494 0.087 0.00 0.00 0.01 0.3776
H -9.522 0.982 -0.836 -0.01 0.00 0.00 0.3570
H -8.244 1.021 1.787 0.01 0.00 0.00 0.3860
H -9.885 1.170 1.603 -0.01 0.00 0.01 0.3221
H -8.585 3.268 1.831 -0.01 0.00 0.00 0.4175
H -9.689 3.181 0.443 0.00 0.00 0.00 0.3788
H -6.982 3.785 0.172 0.00 0.00 0.01 0.5067
H -7.906 3.019 -1.115 0.00 0.00 0.00 0.3269
C 1.988 -5.661 -0.259 0.02 -0.06 -0.03 -1.1272
C 0.681 -5.483 0.449 -0.02 0.05 0.08 0.9041
C 0.380 -6.143 1.629 0.01 -0.01 -0.03 -0.9762
C -0.835 -5.926 2.273 -0.04 -0.03 -0.05 0.1536
Cl -1.180 -6.763 3.761 0.00 -0.01 0.02 -0.2454
C -1.761 -5.047 1.750 -0.04 -0.05 0.00 -1.0911
C -1.474 -4.368 0.570 0.01 -0.04 -0.04 -0.6213
C -0.266 -4.590 -0.080 -0.03 -0.06 0.08 1.2298
O 0.098 -3.997 -1.235 -0.03 -0.08 -0.10 -0.4269
C -0.766 -3.009 -1.755 0.09 0.07 0.08 -1.2048
C -0.784 -1.732 -0.893 -0.04 0.12 -0.20 0.1445
O -1.859 -1.218 -0.601 0.02 0.00 0.06 -0.7303
O 0.399 -1.329 -0.623 0.05 -0.01 0.03 0.5502
H 2.618 -6.380 0.263 0.00 0.01 0.00 0.4403
H 2.506 -4.703 -0.326 0.00 0.04 0.00 -0.0951
H 1.829 -6.003 -1.283 0.01 0.00 0.01 0.3487
H 1.095 -6.834 2.057 0.00 0.00 0.00 0.3812
H -2.701 -4.887 2.261 0.00 0.00 0.00 0.4388
H -2.185 -3.654 0.178 -0.01 -0.02 0.06 0.4682
H -1.783 -3.388 -1.867 -0.02 -0.01 -0.06 0.4362
H -0.348 -2.750 -2.728 -0.06 0.00 0.03 0.5274
```
Forces are in eV/Å.

orbital gap	6.15	eV
net charge	+1
multiplicity	1
electronic energy	-119321.7287	eV
relative energy (zero: lowest compared OMol25 entry of this formula, charge and spin)	0.432	eV